{"formula": "C14H25F3NO4", "method": "wB97M-V/def2-TZVPD", "species": ["F", "C", "F", "F", "C", "C", "C", "C", "N", "C", "H", "H", "H", "H", "H", "C", "O", "C", "C", "O", "C", "H", "H", "H", "H", "H", "H", "H", "H", "H", "H", "C", "O", "C", "C", "O", "C", "H", "H", "H", "H", "H", "H", "H", "H", "H", "H"], "xyz": [[-0.125, 5.825, -0.356], [-0.372, 4.498, 0.118], [0.714, 4.139, 0.993], [-1.626, 4.493, 0.770], [-0.305, 3.419, -1.087], [0.729, 3.658, -2.242], [0.768, 2.538, -3.351], [-0.202, 1.316, -3.229], [-1.138, 1.181, -2.138], [-1.232, 2.160, -1.057], [1.412, 4.578, -2.279], [1.525, 2.675, -4.192], [-0.210, 0.503, -4.025], [-1.768, 0.355, -2.088], [-1.977, 1.992, -0.208], [3.308, 2.908, 2.648], [4.027, 1.731, 2.306], [4.890, 1.298, 3.357], [4.286, 0.120, 4.119], [3.125, 0.514, 4.845], [1.923, 0.124, 4.195], [2.524, 3.056, 1.904], [2.842, 2.830, 3.633], [3.980, 3.771, 2.623], [5.125, 2.124, 4.037], [5.823, 0.970, 2.889], [5.017, -0.234, 4.853], [4.063, -0.711, 3.443], [1.779, -0.954, 4.304], [1.928, 0.390, 3.137], [1.091, 0.638, 4.680], [-3.161, -2.217, -0.939], [-2.771, -2.481, -2.280], [-1.881, -3.596, -2.376], [-2.612, -4.848, -2.857], [-3.545, -5.307, -1.884], [-4.885, -4.952, -2.206], [-3.993, -1.509, -0.959], [-3.488, -3.120, -0.421], [-2.326, -1.760, -0.395], [-1.379, -3.780, -1.421], [-1.118, -3.332, -3.114], [-1.879, -5.648, -3.000], [-3.105, -4.669, -3.818], [-5.243, -5.578, -3.027], [-4.972, -3.900, -2.480], [-5.507, -5.137, -1.329]], "lowdin_charge": [0.0796, -0.3532, 0.0605, 0.0938, 0.0163, 0.1049, 0.0490, 0.0417, 0.0695, 0.1047, 0.1424, 0.1214, 0.1458, 0.1566, 0.1573, -0.1099, -0.1984, -0.1920, -0.1955, -0.1885, -0.1152, 0.0597, 0.0887, 0.0927, 0.1275, 0.1245, 0.1267, 0.1241, 0.0882, 0.0765, 0.0889, -0.1189, -0.2176, -0.1942, -0.1956, -0.1878, -0.1020, 0.0893, 0.0921, 0.0780, 0.1274, 0.1190, 0.1287, 0.1276, 0.0922, 0.0805, 0.0930], "total_energy_ev": -32742.826, "homo_energy_ev": -11.07, "total_charge": 1}